{"formula": "C7H19N3", "method": "ωB97M-V/def2-TZVPD", "symbols": ["C", "C", "C", "C", "C", "C", "C", "N", "N", "N", "H", "H", "H", "H", "H", "H", "H", "H", "H", "H", "H", "H", "H", "H", "H", "H", "H", "H", "H"], "positions_angstrom": [[-0.36, -0.94, 0.36], [1.92, -0.38, -0.48], [-0.36, 0.29, -0.35], [-2.30, 0.76, 0.41], [2.54, 0.41, -1.61], [-0.63, 0.33, -1.83], [-2.26, 1.11, 1.87], [-0.97, -2.05, -0.15], [0.03, -1.01, 1.66], [2.46, -0.01, 0.84], [2.03, -1.45, -0.62], [0.05, 1.14, 0.16], [-1.24, -2.77, 0.50], [-1.65, -1.89, -0.88], [0.10, -1.92, 2.08], [0.84, -0.40, 1.85], [3.38, -0.41, 1.03], [2.58, 1.00, 0.91], [-2.46, 1.63, -0.23], [-3.03, -0.01, 0.15], [2.22, 0.05, -2.59], [2.29, 1.47, -1.53], [3.65, 0.36, -1.62], [-0.23, -0.55, -2.35], [-0.15, 1.20, -2.28], [-1.69, 0.40, -2.08], [-1.35, 1.66, 2.12], [-3.10, 1.75, 2.18], [-2.30, 0.22, 2.50]], "mulliken_charge": [-0.249, -0.154, 0.570, -0.811, -1.355, -1.918, -0.995, -0.392, -0.237, -0.608, 0.311, 0.475, 0.239, 0.260, 0.226, 0.362, 0.229, 0.197, 0.427, 0.314, 0.326, 0.260, 0.417, 0.442, 0.316, 0.503, 0.225, 0.352, 0.269], "homo_lumo_gap_ev": [5.97, 5.99], "relative_energy_ev": 4.694, "e_lumo_ha": [0.0306, 0.0306], "homo_energy_ev": [-5.137, -5.157], "total_energy_ev": -12033.1055}

=====

{"formula": "C16H22N4O2", "method": "ωB97M-V/def2-TZVPD", "symbols": ["C", "C", "C", "O", "N", "C", "C", "C", "N", "C", "N", "C", "C", "C", "H", "H", "C", "C", "N", "C", "C", "O", "C", "H", "H", "H", "H", "H", "H", "H", "C", "H", "H", "H", "H", "H", "H", "H", "H", "H", "H", "H", "H", "H"], "positions_angstrom": [[6.40, 1.94, -0.42], [6.41, 0.64, 0.37], [5.22, -0.23, 0.00], [5.32, -1.20, -0.72], [4.05, 0.23, 0.53], [2.74, -0.26, 0.40], [1.74, 0.44, 1.06], [0.44, -0.03, 0.95], [-0.73, 0.45, 1.48], [-1.66, -0.36, 1.07], [-1.19, -1.38, 0.28], [0.17, -1.19, 0.18], [1.17, -1.87, -0.48], [2.46, -1.40, -0.36], [3.27, -1.90, -0.86], [0.96, -2.75, -1.07], [-2.00, -2.37, -0.37], [-3.43, -2.32, 0.20], [-3.92, -0.97, 0.38], [-4.05, -0.22, -0.86], [-5.00, 0.98, -0.69], [-4.48, 2.08, 0.01], [-3.48, 2.81, -0.65], [-3.78, 3.06, -1.68], [-3.33, 3.72, -0.08], [-2.53, 2.26, -0.69], [-5.87, 0.66, -0.12], [-5.32, 1.31, -1.70], [-4.50, -0.88, -1.60], [-3.08, 0.13, -1.25], [-3.12, -0.28, 1.38], [-3.31, -0.75, 2.35], [-3.43, 0.76, 1.45], [-3.45, -2.80, 1.17], [-4.10, -2.86, -0.47], [-2.00, -2.18, -1.45], [-1.56, -3.36, -0.20], [1.95, 1.32, 1.65], [4.12, 1.05, 1.12], [7.31, 0.08, 0.14], [6.39, 0.85, 1.45], [6.42, 1.73, -1.49], [5.51, 2.53, -0.21], [7.27, 2.54, -0.18]], "mulliken_charge": [-1.017, -0.749, 0.689, -0.641, -0.085, 1.001, -0.924, 0.506, -0.928, 0.893, 0.246, 0.167, -1.341, -0.445, 0.570, 0.404, -0.486, -1.204, 0.104, -0.263, -0.980, -0.372, -0.625, 0.335, 0.228, 0.202, 0.347, 0.441, 0.449, 0.249, -1.098, 0.288, 0.313, 0.364, 0.441, 0.346, 0.491, 0.342, 0.179, 0.322, 0.299, 0.307, 0.307, 0.327], "smiles": "CCC(=O)Nc1ccc2c(c1)nc1n2CCN(CCOC)C1", "homo_lumo_gap_ev": 8.63, "relative_energy_ev": 0.537, "e_lumo_ha": 0.0267, "homo_energy_ev": -7.904, "total_energy_ev": -27004.9562}

=====

{"formula": "C8H8S2Si", "method": "ωB97M-V/def2-TZVPD", "symbols": ["C", "C", "C", "C", "C", "C", "C", "C", "Si", "S", "S", "H", "H", "H", "H", "H", "H", "H", "H"], "positions_angstrom": [[0.29, 0.21, 0.71], [-1.60, -1.45, 0.37], [-1.87, 2.11, -0.35], [1.34, -0.75, 0.22], [-2.92, -1.55, 0.00], [-0.71, 2.70, -0.22], [-1.06, -0.11, 0.29], [-2.06, 0.74, -0.09], [2.79, -0.31, -0.69], [0.85, 1.93, 0.30], [-3.61, 0.00, -0.35], [0.42, 0.33, 1.78], [-0.95, -2.36, 0.63], [-2.59, 2.78, -0.72], [1.46, -1.80, 0.56], [-3.57, -2.34, -0.26], [-0.39, 3.73, -0.50], [3.91, -1.24, -0.47], [3.21, 0.97, -1.14]], "mulliken_charge": [0.401, -0.846, -0.444, -0.502, -0.415, -0.544, -0.218, 1.104, 0.187, -0.253, -0.169, 0.317, 0.192, 0.322, 0.313, 0.462, 0.272, -0.096, -0.082], "smiles": "[SiH2]=C[C@H]1SC=Cc2sccc21", "homo_lumo_gap_ev": 7.72, "relative_energy_ev": 1.683, "e_lumo_ha": 0.0029, "homo_energy_ev": -7.636, "total_energy_ev": -37970.2818}

=====

Q: Number 2 is which compound?
A: C16H22N4O2